No. 1
Entry from the Open Molecules 2025 dataset: an isolated molecule of C5H8N2 in a non-equilibrium geometry (wB97M-V/def2-TZVPD).

Structure (XYZ):
```
15
Properties=species:S:1:pos:R:3:forces:R:3
C -0.995035 1.134034 -0.216286 0.0 0.0 0.0
C -0.220936 -0.165699 -0.175872 0.1 0.2 0.1
C 1.207428 -0.070370 -0.699286 0.0 -0.1 0.0
C 2.051349 0.647193 0.262908 0.5 0.5 0.7
N 2.668920 1.201881 1.068564 -0.6 -0.5 -0.8
C -0.456713 -1.115663 0.930386 0.1 0.0 0.3
N -0.828564 -1.466977 -0.442246 -0.2 0.0 -0.2
H -0.521263 1.858560 0.457029 -0.1 -0.1 -0.1
H -1.008473 1.570963 -1.221842 0.0 -0.1 0.1
H -2.030645 1.000301 0.113536 0.2 -0.1 0.0
H 1.245831 0.439604 -1.669172 0.0 -0.1 0.2
H 1.599926 -1.081839 -0.841545 0.0 0.1 0.0
H -1.250685 -0.870370 1.633419 0.1 0.0 -0.1
H 0.375184 -1.673755 1.354939 -0.1 0.0 -0.1
H -1.836321 -1.407860 -0.554527 0.1 0.1 -0.1
```
Positions in Å, forces in eV/Å.

- orbital gap (eV) = 10.8611
- lowest unoccupied orbital energy (eV) = 0.87
- E (eV) = -8293.740
- 2S+1 = 1


No. 2
Entry from the Open Molecules 2025 dataset: a cluster of 2 separate species, C2H5F2P in total in a non-equilibrium geometry (wB97M-V/def2-TZVPD).

Structure (XYZ):
```
10
Properties=species:S:1:pos:R:3:forces:R:3
C -0.097180 -0.520690 -0.406888 1.5 0.0 -1.6
C -0.013057 0.484866 0.627739 -1.3 -5.1 3.4
F -3.085149 1.324812 0.037020 -0.3 -0.9 0.7
F -3.481380 -0.876352 -0.836801 0.0 0.4 1.5
P -3.421730 -0.148989 0.640487 0.3 0.6 -2.1
H -0.141701 -1.549567 -0.063324 0.5 0.0 0.4
H -0.985596 -0.461045 -0.988970 -0.8 0.4 -1.0
H 0.786689 -0.355846 -1.083628 -0.8 -0.6 0.1
H 0.173289 1.456926 0.530927 0.7 3.7 -0.5
H -0.131548 -0.031156 1.628903 0.3 1.6 -0.8
```
Positions in Å, forces in eV/Å.

- orbital gap (spin up / spin down) (eV) = 7.1212 / 8.8764
- lowest unoccupied orbital energy (spin up / spin down) (eV) = -0.88 / 0.35
- E (eV) = -16876.930
- 2S+1 = 1


No. 3
Entry from the Open Molecules 2025 dataset: a cluster of 2 separate species, C5H14INO in total in a non-equilibrium geometry (wB97M-V/def2-TZVPD).

Structure (XYZ):
```
22
Properties=species:S:1:pos:R:3:forces:R:3
I 1.821860 1.969440 -3.940110 -0.1 -0.3 0.4
C 0.052643 1.073910 -0.660943 0.7 0.2 0.0
N 0.219474 -0.333223 -0.194530 0.4 -0.3 1.3
C 0.424902 -1.188549 -1.457949 0.4 0.1 1.9
C 1.521057 -0.443659 0.648126 -0.5 1.8 -2.5
C -0.905003 -0.812206 0.677677 -0.8 -0.5 -1.0
C -1.642409 0.211172 1.507432 0.1 0.2 0.0
O -0.803768 0.958291 2.386774 -0.4 0.0 -0.6
H -0.789302 1.129996 -1.344666 -0.2 0.2 0.3
H 0.923296 1.361948 -1.244940 0.2 -0.3 -0.5
H 0.093018 1.771203 0.172326 -0.7 -0.2 0.1
H -0.498196 -1.300168 -2.014942 0.1 0.5 -0.2
H 0.732182 -2.166220 -1.088194 0.1 -0.1 -0.2
H 1.254476 -0.655792 -1.915792 -0.3 -0.3 -0.9
H 2.191490 -0.166592 -0.168891 1.0 -0.8 0.5
H 1.610564 -1.422733 1.094153 0.2 0.0 0.0
H 1.608108 0.427838 1.290706 -0.5 -0.4 0.6
H -0.555658 -1.663506 1.258554 0.1 0.1 0.0
H -1.664976 -1.164953 -0.027107 0.0 -0.3 0.2
H -2.414326 -0.316599 2.075291 0.1 -0.1 0.0
H -2.169499 0.864058 0.805516 0.0 0.1 0.2
H -1.009934 1.866345 2.141513 0.4 0.2 0.5
```
Positions in Å, forces in eV/Å.

- orbital gap (eV) = 6.2764
- lowest unoccupied orbital energy (eV) = -0.19
- E (eV) = -17048.502
- 2S+1 = 1


No. 4
Entry from the Open Molecules 2025 dataset: a structure of composition C12H11N5OS2Zn in a non-equilibrium geometry (wB97M-V/def2-TZVPD).

Structure (XYZ):
```
32
Properties=species:S:1:pos:R:3:forces:R:3
Zn 0.754846 -0.570625 -0.824363 0.2 0.6 -0.5
N 2.713263 -2.091191 2.561428 0.3 -0.1 0.4
C 1.832205 -1.823383 1.534588 -0.3 -0.2 -0.4
S 2.477019 -2.117382 -0.058886 0.0 0.1 -0.7
N 0.621607 -1.495632 1.830072 -0.1 -0.1 1.4
N -0.163605 -1.205069 0.762445 -0.3 -0.2 -0.5
C -1.350693 -1.758989 0.574140 0.3 0.0 0.7
C -1.849869 -1.814894 -0.731360 -0.1 -0.1 -0.1
C -3.106371 -2.388253 -1.059866 -0.1 0.0 0.0
C -3.466347 -2.555191 -2.363402 0.0 0.0 0.1
C -2.587825 -2.122162 -3.379378 0.1 0.1 -0.2
C -1.400438 -1.538011 -2.998139 -0.2 -0.1 -0.4
N -1.016763 -1.385772 -1.743775 0.5 0.1 0.4
H 3.677691 -2.065026 2.267988 -0.1 0.1 0.1
H 2.504137 -1.626946 3.431661 0.0 0.0 0.0
H -1.874012 -2.248285 1.390732 0.0 0.0 0.0
H -3.759008 -2.703249 -0.257528 0.0 0.0 0.1
H -4.411452 -3.010710 -2.630659 -0.1 0.0 0.1
H -2.833253 -2.244686 -4.423228 0.0 0.0 -0.1
H -0.702728 -1.173293 -3.743118 0.0 0.0 -0.1
O 2.145706 0.899958 -0.009752 0.3 -0.5 -0.2
N 1.660568 2.026491 0.402361 -0.5 0.4 0.0
C 2.268205 2.651157 1.420519 0.2 0.3 0.5
C 1.812979 3.842442 1.929678 0.0 0.0 -0.1
C 0.679308 4.421705 1.360748 0.0 -0.1 -0.1
C 0.062142 3.783568 0.310622 0.2 0.2 0.3
C 0.544510 2.565155 -0.186037 -0.1 0.0 -0.3
S -0.180925 1.754852 -1.482601 0.0 -0.5 -0.3
H 3.140472 2.139147 1.793092 0.0 -0.1 0.0
H 2.331509 4.306077 2.754269 0.1 0.0 0.0
H 0.296054 5.359956 1.733681 0.0 0.1 0.0
H -0.818929 4.188242 -0.165933 0.0 0.0 0.0
```
Positions in Å, forces in eV/Å.

- orbital gap (spin up / spin down) (eV) = 5.1536 / 7.1825
- expectation value of S² = 0.773
- lowest unoccupied orbital energy (spin up / spin down) (eV) = 3.01 / 3.01
- E (eV) = -92209.953
- charge = -1
- 2S+1 = 2


No. 5
Entry from the Open Molecules 2025 dataset: an isolated molecule of C5H14P2 in a non-equilibrium geometry (wB97M-V/def2-TZVPD).

Structure (XYZ):
```
21
Properties=species:S:1:pos:R:3:forces:R:3
C 2.747103 1.642852 -1.136152 -2.5 -1.7 2.5
C -1.500546 -2.850843 0.534172 -0.7 -2.5 -0.6
C -1.338360 1.424087 0.610778 -1.0 -0.7 2.7
C 1.451850 1.726104 -0.214061 -0.9 -3.4 0.6
C -1.794257 -1.423461 0.115568 -0.9 -0.5 0.0
P -0.298646 -0.835714 -0.267424 -0.9 0.4 -2.4
P -0.333424 1.297008 -0.964600 1.1 -0.8 1.2
H 2.548773 0.999868 -1.976333 0.5 -0.5 -0.2
H 2.936631 2.598573 -1.446987 0.6 2.4 -1.1
H 3.527792 1.351288 -0.441580 0.4 -0.4 -0.5
H -1.490698 -3.178986 1.568549 -0.2 0.9 0.9
H -0.468926 -3.181384 0.248463 -0.6 -0.1 -0.3
H -2.207017 -3.676758 0.154320 0.9 1.4 -0.2
H -1.315394 2.435623 1.108052 0.0 -0.8 -0.8
H -0.838950 0.661992 1.407975 -1.4 2.1 -1.5
H -2.477204 1.055783 0.535362 2.8 0.9 -0.1
H 1.359286 2.673627 0.188805 -0.3 2.1 0.7
H 1.430803 1.033455 0.751844 0.7 1.3 -2.0
H -2.627732 -1.096346 -0.502341 0.0 -0.5 0.2
H 0.321859 -0.966571 0.927346 1.8 0.1 0.8
H 0.367054 -1.690197 -1.201755 0.7 0.3 0.2
```
Positions in Å, forces in eV/Å.

- orbital gap (eV) = 7.4021
- lowest unoccupied orbital energy (eV) = 0.82
- E (eV) = -23984.885
- 2S+1 = 1


No. 6
Entry from the Open Molecules 2025 dataset: a cluster of 2 separate species, C3H5NS2 in total in a non-equilibrium geometry (wB97M-V/def2-TZVPD).

Structure (XYZ):
```
11
Properties=species:S:1:pos:R:3:forces:R:3
C 1.016469 0.215166 0.057129 -2.5 -0.2 0.7
C -0.130953 -0.590973 -0.164217 1.1 2.0 -0.1
C -1.534744 -0.064241 -0.115323 -0.2 -2.8 0.9
H 2.631911 -1.246470 -0.040906 -1.4 2.9 0.2
H 3.002404 0.671552 -0.697983 -2.2 -3.6 3.5
H 0.962167 1.347231 0.401475 -0.4 -2.4 -1.2
H -0.135988 -1.702490 -0.369479 0.5 1.5 0.3
H -3.395865 1.254539 0.711762 3.1 0.7 -1.9
N 2.321948 -0.209188 0.204899 3.6 1.0 -3.9
S -2.019669 1.591558 -0.038975 -2.4 -0.2 1.7
S -2.717675 -1.266680 0.051613 0.9 1.0 -0.3
```
Positions in Å, forces in eV/Å.

- orbital gap (eV) = 7.3888
- lowest unoccupied orbital energy (eV) = -0.81
- E (eV) = -26348.524
- 2S+1 = 1


No. 7
Entry from the Open Molecules 2025 dataset: the ion C18H21FNO with charge +1 in a non-equilibrium geometry (wB97M-V/def2-TZVPD).

Structure (XYZ):
```
42
Properties=species:S:1:pos:R:3:forces:R:3
F 5.251761 0.931923 2.180272 -1.5 -0.4 -0.7
C 3.956087 0.575436 1.878993 0.5 -1.1 1.1
C 3.660113 -0.755470 1.548679 0.1 0.3 -0.2
C 2.336691 -1.128081 1.278113 0.6 0.6 -0.9
C 1.294483 -0.192907 1.304620 0.9 -0.2 1.2
C 0.007623 -0.584142 0.590990 0.0 4.7 0.5
C -1.210340 0.203475 1.205792 0.3 -0.1 0.1
C -2.164118 -0.534815 1.914573 -0.2 -0.4 -0.5
C -3.351624 0.037669 2.366271 0.4 0.8 -0.1
C -3.540101 1.423155 2.220754 0.0 0.0 0.0
C -2.530026 2.206546 1.654784 0.5 -0.3 -0.2
C -1.348711 1.612689 1.165462 -1.0 -1.3 -0.3
C 1.589691 1.046319 1.953325 0.6 -0.3 -1.9
C 2.925163 1.448907 2.147938 -0.7 -0.1 0.0
H 4.473106 -1.463196 1.437401 -0.1 0.0 0.1
H 2.138987 -2.101320 0.823423 0.2 0.1 0.4
H -0.202090 -1.583582 0.498171 -0.3 -2.4 0.1
H -2.017303 -1.615258 2.002160 -0.1 0.3 0.0
H -4.126720 -0.572611 2.816133 0.2 0.0 0.0
H -4.475895 1.908466 2.546173 0.6 -0.4 -0.2
H -2.645705 3.287284 1.554767 0.0 -0.3 0.1
H -0.601621 2.202831 0.660719 0.0 0.4 0.0
H 0.843169 1.810341 2.062633 -0.2 -0.1 0.3
H 3.153631 2.441774 2.504319 -0.1 0.1 0.1
O -2.322472 -1.792233 -0.698140 -0.3 -0.7 -0.2
C -1.833995 -1.602971 -2.027184 -1.7 -0.2 1.1
C -0.890187 -0.416890 -2.071704 1.0 0.2 -0.4
C -0.054979 -0.597402 -3.375930 -0.8 0.7 -0.9
C 1.360944 -0.122782 -3.134049 0.8 0.9 0.3
C 1.604690 -0.050423 -1.601742 0.5 -0.4 0.1
N 0.213101 -0.081228 -0.907985 -0.7 1.1 -1.3
H -3.092266 -2.399864 -0.717163 0.7 0.5 0.0
H -1.594482 -2.588288 -2.501179 0.7 1.0 0.4
H -2.671025 -1.166410 -2.597350 0.2 -0.5 -0.4
H -1.533777 0.517105 -2.094792 1.0 -1.1 0.2
H -0.095198 -1.586837 -3.881622 0.0 0.3 1.1
H -0.551581 0.036860 -4.124806 0.3 0.0 0.1
H 2.128453 -0.630115 -3.767172 -0.5 -0.1 1.1
H 1.507719 0.908753 -3.419804 -0.5 0.4 -0.6
H 2.195319 -0.893568 -1.260937 0.0 0.0 0.3
H 2.132445 0.921206 -1.333506 -0.7 -1.4 0.0
H 0.081042 0.939664 -0.801398 -0.4 -0.7 0.1
```
Positions in Å, forces in eV/Å.

- orbital gap (eV) = 9.4776
- lowest unoccupied orbital energy (eV) = -2.66
- E (eV) = -25253.699
- charge = +1
- 2S+1 = 1


No. 8
Entry from the Open Molecules 2025 dataset: a cluster of 2 separate species, C2H4NO3P in total in a non-equilibrium geometry (wB97M-V/def2-TZVPD).

Structure (XYZ):
```
11
Properties=species:S:1:pos:R:3:forces:R:3
C -1.856115 -0.732545 0.524780 0.3 0.8 -1.2
C -0.457504 -1.132846 0.990949 0.6 0.1 -1.6
N 0.448399 -0.661081 0.241469 -1.1 1.5 0.1
O -2.934458 -1.139710 0.829529 0.3 -0.7 1.0
O 0.058309 0.657249 -2.197146 0.7 -0.1 -1.9
O -1.666088 0.128062 -0.444280 -0.7 1.4 -0.6
P -0.184791 1.004630 -0.820785 -1.4 -0.9 1.7
H 2.425654 2.319667 -0.728625 0.8 -0.3 0.5
H -0.314416 -1.859519 1.719481 0.3 -1.1 1.5
H 1.443599 -0.643887 0.222011 0.8 -1.2 0.9
H 3.037412 2.059980 -0.337385 -0.7 0.3 -0.5
```
Positions in Å, forces in eV/Å.

- orbital gap (eV) = 8.6519
- lowest unoccupied orbital energy (eV) = -1.31
- E (eV) = -19059.202
- 2S+1 = 1


No. 9
Entry from the Open Molecules 2025 dataset: an isolated molecule of C5H6N2S2 in a non-equilibrium geometry (wB97M-V/def2-TZVPD).

Structure (XYZ):
```
15
Properties=species:S:1:pos:R:3:forces:R:3
C -0.718153 -1.117449 1.394436 0.1 -3.2 -3.6
C -0.563320 -1.623994 0.016454 -2.1 -2.0 7.5
C -0.204698 0.087338 1.759701 0.8 2.8 -0.1
C -0.195989 -0.779631 -0.931188 2.6 6.8 -4.4
C 0.487651 0.981314 0.738094 -0.1 1.2 2.7
N 0.259754 1.509040 -1.576450 0.7 1.1 -1.2
N -0.004620 0.706422 -0.520917 -1.1 -4.7 -2.4
S 0.306063 -0.971677 -2.603779 -0.4 -0.2 1.0
S 1.450189 0.797280 -2.640871 0.4 -0.4 0.2
H -1.202632 -1.859983 2.013997 0.1 0.4 0.6
H -0.904981 -2.636167 -0.126417 0.0 0.0 -0.4
H -0.049838 0.543026 2.724058 -0.5 -0.7 0.6
H 0.328485 2.120237 0.866205 0.3 -1.8 0.4
H 1.546061 0.728365 1.100347 -0.4 0.5 -1.5
H -0.533972 1.515879 -2.213668 -0.4 0.3 0.6
```
Positions in Å, forces in eV/Å.

- orbital gap (spin up / spin down) (eV) = 5.5689 / 6.5930
- expectation value of S² = 2.016
- lowest unoccupied orbital energy (spin up / spin down) (eV) = 0.33 / -2.05
- E (eV) = -29927.076
- 2S+1 = 3


Relative energy (zero: lowest compared OMol25 entry of this formula, charge and spin)? In order: 29.0 36.0 14.7 20.4 101.1 97.1 0.3 56.5 33.1 kcal per mole.